1.
The following is a quantum chemistry calculation of C6H10N as an isolated structure at a distorted geometry, from the OMol25 dataset.

Calculated values
Energy relative to the best compared isomer or geometry (same formula, charge and spin) = 61.4 kcal per mole
E_HOMO = -13.6 eV
Total charge = +1
Calculated total energy = -288.9851 Eh
LUMO energy = -0.18492 hartree
HOMO-LUMO gap = 8.61 eV
Multiplicity = 1

Structure (XYZ):
```
17
Properties=species:S:1:pos:R:3:forces:R:3:lowdin_charge:R:1
C -0.08854 1.73609 -0.02322 -0.81 1.09 -0.42 0.0863
C -1.04243 0.79048 -0.00998 0.49 -0.36 0.98 -0.1263
C 0.99902 0.64067 -0.02884 -1.86 0.59 -0.23 -0.1361
C -2.48782 0.36911 0.06099 4.09 -3.78 -1.84 0.0278
C 2.46900 0.65997 0.07301 -1.93 -0.35 -3.03 0.0537
C 0.02530 -1.68685 0.02055 0.44 -2.36 -0.24 -0.0243
N 0.06610 -0.28106 -0.08346 1.13 0.94 1.11 -0.0553
H -0.13934 2.83616 -0.13796 0.31 -1.00 0.34 0.1312
H -2.53014 -0.12335 -0.99566 -1.17 0.78 1.88 0.1531
H -3.07066 1.11703 0.33819 -2.87 3.80 -0.01 0.0316
H -2.71779 -0.33394 0.90284 0.85 -0.12 -0.96 0.1179
H 2.63844 1.37211 0.82957 0.96 0.25 1.60 0.0942
H 2.77068 1.26793 -0.85710 -0.12 -1.17 0.97 0.1554
H 2.77601 -0.39543 0.04948 0.86 0.80 0.49 0.1072
H -0.22767 -1.97194 -1.06836 0.73 -0.78 1.93 0.1400
H -0.73702 -2.07749 0.73489 -0.07 0.80 -0.80 0.1060
H 0.95188 -2.14100 0.55729 -1.05 0.88 -1.78 0.1376
```
Positions in Å, forces in eV/Å.

2.
The following is a quantum chemistry calculation of C36H33As2F2MnO6S as an isolated structure, from the OMol25 dataset.

Calculated values
Energy relative to the best compared isomer or geometry (same formula, charge and spin) = 5.9 kcal per mole
E_HOMO (alpha / beta) = -4.1 / -4.1 eV
Total charge = -1
Calculated total energy = -8063.5862 Eh
LUMO energy (alpha / beta) = 0.08667 / 0.08663 hartree
HOMO-LUMO gap (alpha / beta) = 6.44 / 6.46 eV
Multiplicity = 6

Structure (XYZ):
```
81
Properties=species:S:1:pos:R:3:forces:R:3:mulliken_spin:R:1
Mn -0.41530 -0.20329 0.12054 0.04 -0.06 -0.73 4.5592
C 2.93531 -0.89929 1.99620 0.08 0.04 0.00 -0.0106
C 1.82000 -1.69130 2.67599 -0.01 0.00 0.05 0.0331
As 0.08384 -0.76861 2.69379 0.09 -0.01 0.21 -0.0228
C -1.09482 -2.20423 3.24695 0.01 -0.01 0.06 0.0011
C -2.33741 -2.30543 2.63523 -0.01 -0.03 -0.03 0.0210
C -3.21494 -3.31593 3.00920 0.00 0.01 -0.01 0.0075
C -2.85284 -4.22581 3.98924 0.00 -0.01 0.01 -0.0002
C -1.60915 -4.12795 4.60187 0.00 0.00 0.00 0.0001
C -0.73497 -3.11770 4.23329 -0.03 0.01 0.01 -0.0061
C 0.19046 0.17775 4.39994 0.03 -0.04 0.00 0.0350
C -0.97504 0.37799 5.13504 -0.01 0.04 0.03 -0.0019
C -0.94392 1.08316 6.32892 0.00 -0.01 -0.02 -0.0011
C 0.25382 1.59973 6.80333 0.00 0.00 0.01 0.0045
C 1.41796 1.40883 6.07507 0.01 0.00 -0.01 -0.0024
C 1.38569 0.70380 4.87891 -0.01 0.01 0.03 0.0032
As 2.75000 -0.62722 0.04167 -0.16 -0.13 0.17 0.0190
C 4.59207 -0.01729 -0.23113 0.00 0.03 -0.07 0.0130
C 5.38352 -0.55880 -1.24041 0.03 -0.03 0.03 -0.0001
C 6.66250 -0.07259 -1.47342 0.01 0.01 0.00 -0.0003
C 7.16708 0.96555 -0.70389 0.00 -0.01 -0.01 0.0014
C 6.38101 1.51987 0.29568 -0.01 0.00 0.01 -0.0005
C 5.10070 1.03593 0.52555 -0.01 0.03 -0.01 0.0026
C 2.97792 -2.46301 -0.57856 0.03 0.02 0.00 0.0006
C 3.61450 -3.46702 0.14446 0.01 0.01 -0.02 -0.0011
C 3.73300 -4.74468 -0.38136 0.00 0.00 0.00 0.0002
C 3.22532 -5.02770 -1.64289 0.01 -0.01 0.00 -0.0002
C 2.59480 -4.03225 -2.37265 -0.01 0.02 -0.01 0.0020
C 2.46512 -2.75626 -1.83852 -0.02 -0.02 0.00 0.0144
H 3.90550 -1.36431 2.18583 -0.01 -0.01 0.01 0.0007
H 2.99370 0.11387 2.39998 0.03 0.00 -0.01 -0.0081
H 2.09247 -1.89873 3.71380 0.01 -0.04 -0.01 -0.0010
H 1.63280 -2.64115 2.17214 0.01 0.01 -0.02 0.0019
H -2.61076 -1.61921 1.84128 0.01 0.01 0.01 0.0136
H -4.17651 -3.39941 2.51834 0.00 0.00 0.00 0.0002
H -3.53498 -5.01767 4.27341 0.00 0.00 0.00 -0.0001
H -1.32074 -4.83992 5.36542 0.00 0.00 0.00 0.0000
H 0.23003 -3.04198 4.72107 0.01 0.01 0.00 -0.0008
H -1.91603 -0.02579 4.77955 0.01 -0.01 -0.02 0.0004
H -1.85944 1.22853 6.88882 0.00 0.00 0.01 -0.0003
H 0.27794 2.15092 7.73488 0.00 0.00 0.00 0.0004
H 2.35681 1.81268 6.43317 0.00 0.00 0.01 -0.0004
H 2.30668 0.57186 4.32535 -0.01 -0.01 0.00 0.0021
H 5.00650 -1.37523 -1.84460 0.00 0.01 0.00 -0.0001
H 7.26517 -0.50764 -2.26126 0.00 0.00 0.00 0.0000
H 8.16403 1.34604 -0.88730 0.00 0.00 0.00 0.0002
H 6.75865 2.34031 0.89328 0.00 0.00 0.00 0.0000
H 4.49492 1.50238 1.29350 -0.03 0.00 0.00 -0.0012
H 4.02277 -3.25848 1.12623 0.00 0.00 0.00 0.0001
H 4.21988 -5.52189 0.19501 0.00 0.00 0.00 -0.0003
H 3.31535 -6.02654 -2.05157 0.00 0.00 0.00 -0.0001
H 2.18783 -4.24910 -3.35234 0.00 0.00 0.00 0.0000
H 1.94160 -1.98606 -2.39610 0.01 0.01 0.00 0.0015
O -0.52901 4.77745 -3.42213 -0.03 0.00 0.02 0.0033
C -0.42856 3.78792 -2.73483 0.00 0.02 -0.04 0.0026
C 0.00260 3.74100 -1.27845 -0.01 -0.02 0.00 0.0026
O 0.23646 4.69903 -0.56785 0.03 0.01 -0.04 0.0026
C 0.04101 2.31578 -0.92477 0.12 0.12 0.18 -0.0014
C -0.31182 1.52533 -2.04405 0.17 -0.03 -0.12 0.0047
O -0.32573 0.23964 -2.00124 0.01 0.08 0.28 0.0798
C -0.73273 2.36625 -3.15491 0.03 0.05 0.12 0.0045
O -1.26781 2.01222 -4.19784 0.01 0.01 -0.08 0.0024
O 0.32557 1.81068 0.21568 -0.20 -0.16 -0.08 0.0341
F -0.04402 -3.38775 0.60895 0.03 -0.02 0.02 -0.0038
C -0.54963 -2.41472 -0.28015 0.03 0.28 0.06 0.1048
F -1.91639 -2.78489 -0.42952 0.01 -0.01 0.00 0.0109
H -0.11229 -2.69204 -1.24684 -0.03 -0.04 -0.01 -0.0138
O -2.50850 0.30788 0.13290 0.00 -0.05 0.14 0.0577
S -3.25551 0.93273 -1.03420 0.01 0.07 -0.05 0.0069
C -4.99084 0.43693 -0.77212 -0.03 -0.06 0.02 0.0035
C -5.29588 -0.73347 -1.70407 0.00 0.01 0.00 0.0002
C -4.46064 -0.48233 -2.95820 -0.03 0.03 0.04 0.0018
C -3.05689 -0.17493 -2.46001 -0.13 -0.04 -0.05 0.0193
H -5.61206 1.30762 -0.98521 0.02 0.01 -0.05 0.0006
H -5.05816 0.20699 0.29034 -0.03 0.02 0.00 -0.0017
H -6.36367 -0.80049 -1.91736 -0.01 0.00 0.01 0.0003
H -4.98507 -1.66988 -1.23628 0.03 0.01 -0.01 0.0002
H -4.86315 0.36880 -3.51504 0.00 0.00 -0.01 -0.0002
H -4.45011 -1.33748 -3.63471 0.01 -0.01 0.02 0.0002
H -2.38721 0.29762 -3.17750 -0.11 -0.06 -0.01 -0.0025
H -2.57375 -1.05470 -2.03112 0.00 -0.01 -0.05 0.0012
```
Positions in Å, forces in eV/Å.

3.
The following is a quantum chemistry calculation of C27H39BN6S7SbTc as an isolated structure at a distorted geometry, from the OMol25 dataset.

Calculated values
Energy relative to the best compared isomer or geometry (same formula, charge and spin) = 0.0 kcal per mole
E_HOMO = -19.7 eV
Total charge = +4
Calculated total energy = -4512.6301 Eh
LUMO energy = -0.50753 hartree
HOMO-LUMO gap = 5.88 eV
Multiplicity = 1

Structure (XYZ):
```
82
Properties=species:S:1:pos:R:3:forces:R:3:lowdin_charge:R:1
Tc -0.21364 0.49413 -4.01376 0.10 0.62 0.85 0.2860
C 4.01952 -2.26137 -2.48647 0.01 0.00 0.00 -0.0077
C 2.76840 -2.07132 -1.68899 -0.01 -0.01 -0.01 -0.2022
C 2.50098 -2.76145 -0.52372 0.01 0.03 0.00 0.1343
C 1.30335 -2.56132 0.18841 0.02 -0.03 0.01 -0.1375
N 0.42424 -1.64642 -0.21461 0.00 0.00 -0.01 0.2201
N 0.69351 -0.95818 -1.30067 -0.07 -0.05 -0.02 -0.0032
B -0.20157 0.25719 -1.64132 -0.13 0.03 0.03 -0.5401
N -1.62837 0.15768 -1.03862 -0.05 0.13 -0.08 0.0079
N -1.72737 0.23395 0.28251 0.01 0.14 -0.01 0.2209
C -2.94520 0.27451 0.81902 0.02 0.07 -0.01 -0.1311
C -4.08555 0.31002 -0.00528 -0.03 -0.08 -0.01 0.1327
C -3.98789 0.18483 -1.37213 0.00 -0.03 0.02 -0.2019
C -5.18700 0.19013 -2.26791 -0.01 0.01 -0.02 -0.0123
C -2.67766 0.09601 -1.85481 0.00 -0.07 0.01 -0.4880
S -2.34457 -0.06216 -3.56580 0.13 -0.18 -0.10 0.7050
C -3.04770 0.25615 2.33364 0.01 0.01 -0.01 -0.5347
C -4.44165 0.66449 2.81484 0.02 0.03 0.02 -0.0348
C -1.99862 1.19578 2.93148 0.01 -0.04 0.02 -0.0288
C -2.76539 -1.19223 2.77263 -0.04 0.00 -0.01 -0.0104
N 0.51329 1.58148 -1.20846 0.11 -0.06 0.10 -0.0095
N 1.13380 1.45734 -0.04091 0.05 -0.04 -0.05 0.2137
C 1.82045 2.48881 0.42983 0.04 0.06 0.01 -0.1326
C 1.79460 3.72260 -0.25165 -0.01 0.00 0.00 0.1368
C 1.14070 3.86408 -1.45644 -0.01 -0.02 0.02 -0.2047
C 1.13022 5.14113 -2.23610 0.00 0.01 0.00 -0.0179
C 0.53009 2.69690 -1.94145 0.04 0.04 -0.01 -0.4977
S -0.08408 2.65171 -3.59823 -0.12 -0.20 -0.14 0.8081
C 2.63081 2.25604 1.69625 -0.01 0.01 -0.03 -0.5338
C 1.66255 2.17375 2.88464 -0.01 0.00 -0.01 -0.0114
C 3.38800 0.92726 1.55492 0.00 0.00 -0.02 -0.0298
C 3.63125 3.39110 1.92609 0.02 -0.03 0.03 -0.0345
C 1.77239 -1.16399 -2.06294 -0.04 -0.09 -0.06 -0.4971
S 1.86444 -0.16914 -3.50126 -0.04 0.19 -0.02 0.8370
C 0.95084 -3.31336 1.45688 0.00 -0.02 0.01 -0.5307
C 0.94788 -2.28688 2.60547 0.03 0.01 -0.01 -0.0195
C 1.96894 -4.41215 1.76515 -0.01 0.00 0.02 -0.0364
C -0.43889 -3.94694 1.28110 -0.02 0.03 0.00 -0.0236
H 4.51466 -3.18953 -2.21073 0.00 0.00 0.01 0.1093
H 4.71562 -1.44141 -2.29261 0.00 0.00 0.00 0.1171
H 3.82242 -2.28234 -3.55857 0.00 -0.01 0.00 0.0850
H 3.22001 -3.48151 -0.15624 -0.01 -0.02 -0.01 0.1409
H -5.06056 0.42761 0.44735 0.00 -0.03 0.00 0.1397
H -6.07381 -0.11409 -1.71653 0.00 0.01 0.00 0.1093
H -5.06926 -0.47643 -3.12126 0.00 -0.02 0.01 0.0762
H -5.36349 1.19843 -2.65039 0.01 0.00 -0.01 0.1179
H -4.69299 1.68890 2.53192 -0.01 -0.01 -0.03 0.1059
H -4.45766 0.61634 3.90276 0.01 0.03 0.00 0.1091
H -5.22551 -0.00979 2.46644 0.00 -0.02 0.02 0.0927
H -2.17029 2.23154 2.63175 0.01 0.00 -0.01 0.1016
H -0.99802 0.89820 2.62854 0.00 0.01 0.00 0.0409
H -2.05416 1.14797 4.01843 -0.01 0.01 0.00 0.1098
H -3.52288 -1.88151 2.39355 0.00 0.00 -0.01 0.1033
H -2.78656 -1.24109 3.86124 0.00 -0.01 0.00 0.1114
H -1.78548 -1.52203 2.43168 0.00 -0.01 0.00 0.0466
H 2.33256 4.56662 0.15847 -0.02 0.00 0.01 0.1405
H 1.58537 5.94377 -1.66114 0.00 0.00 0.00 0.1083
H 0.11170 5.43987 -2.49036 0.00 0.00 0.00 0.1042
H 1.69282 5.03454 -3.16657 0.00 0.00 0.00 0.1057
H 0.92396 1.38980 2.72724 0.03 -0.03 0.02 0.0529
H 1.14694 3.12088 3.05147 -0.02 -0.01 -0.02 0.1043
H 2.22631 1.93763 3.78686 0.00 0.02 0.01 0.1095
H 2.69990 0.09299 1.40753 0.00 0.00 0.01 0.0537
H 3.95374 0.74344 2.46761 0.01 0.00 0.00 0.1061
H 4.09952 0.96165 0.72606 -0.01 0.00 -0.01 0.0943
H 3.14118 4.34626 2.12057 0.00 0.00 0.01 0.0963
H 4.32790 3.50632 1.09266 -0.01 0.01 -0.01 0.1038
H 4.22205 3.16079 2.81169 0.01 0.00 -0.01 0.1090
H 1.95833 -1.92612 2.80789 0.00 0.01 -0.01 0.0917
H 0.57946 -2.76488 3.51280 0.01 0.00 0.00 0.1096
H 0.31370 -1.42940 2.37840 -0.01 0.00 0.00 0.0566
H 2.96266 -4.01230 1.97656 0.00 0.00 0.00 0.0981
H 2.03925 -5.14864 0.96175 0.00 0.00 0.00 0.1011
H 1.64782 -4.94535 2.65902 0.00 0.00 0.00 0.1106
H -1.17626 -3.22366 0.93181 0.00 0.01 0.04 0.0629
H -0.77667 -4.33961 2.23960 0.01 -0.02 0.00 0.1066
H -0.40078 -4.78075 0.57790 -0.01 0.02 -0.02 0.0967
S -1.73459 -3.13953 -5.32244 0.03 -0.18 0.05 0.1421
Sb -1.99531 -2.61417 -7.65381 -0.30 -0.16 -0.45 1.0049
S -0.87985 0.15680 -6.16232 0.42 -1.04 -0.34 0.0746
S -0.14490 -2.15998 -6.06127 0.19 0.46 0.09 0.0519
S -2.68395 -0.34639 -6.95669 -0.32 0.50 0.13 0.0960
```
Positions in Å, forces in eV/Å.

4.
The following is a quantum chemistry calculation of one molecule with the formula C5H7N3 at a distorted geometry, from the OMol25 dataset.

Calculated values
Energy relative to the best compared isomer or geometry (same formula, charge and spin) = 94.0 kcal per mole
E_HOMO = -8.6 eV
Calculated total energy = -358.8685 Eh
Structure (SMILES) = C=NN(C)/C=C\C#N
LUMO energy = 0.01797 hartree
HOMO-LUMO gap = 9.08 eV
Multiplicity = 1

Structure (XYZ):
```
15
Properties=species:S:1:pos:R:3:forces:R:3:lowdin_charge:R:1
C 0.47899 1.89608 -0.40195 -0.08 2.95 0.38 -0.0499
N -0.51181 1.39885 0.21563 1.02 -1.57 -0.84 0.0118
N -0.76478 0.03253 -0.06922 -1.87 0.14 1.51 -0.2154
C -2.10588 -0.31949 0.48555 -0.51 -1.05 0.02 -0.0704
C 0.07522 -1.03297 -0.25156 1.29 -1.24 -0.90 -0.1325
C 1.43764 -1.21186 -0.15153 -1.16 -0.25 -0.10 -0.1235
C 2.39275 -0.28423 0.33242 2.37 2.01 -0.18 -0.2814
N 3.27352 0.47320 0.52827 -2.23 -1.82 -0.06 0.1327
H 1.17712 1.39979 -1.12125 -0.73 0.49 0.77 0.0875
H 0.49921 3.05215 -0.16562 0.67 -2.43 -0.82 0.1133
H -2.26915 -0.08470 1.64395 0.94 -0.99 -2.37 0.1200
H -2.16626 -1.42610 0.13404 -0.68 1.81 1.39 0.0933
H -2.94299 0.24789 0.00754 0.97 -0.34 0.02 0.0729
H -0.42547 -1.97082 -0.67402 0.38 1.61 0.81 0.1367
H 1.85187 -2.17032 -0.51226 -0.38 0.67 0.37 0.1049
```
Positions in Å, forces in eV/Å.

What is the energy relative to the best compared isomer or geometry (same formula, charge and spin) in the fourth record?
94.0 kcal per mole

The lowest energy relative to the best compared isomer or geometry (same formula, charge and spin) belongs to which entry?
C27H39BN6S7SbTc